This record from the Open Molecules 2025 dataset describes C2H3NOS2 in the gas phase. The level of theory is ωB97M-V/def2-TZVPD.

Output
DFT total energy = -1004.27766 a.u.
gap between HOMO and LUMO = 8.50 eV
E_LUMO = -0.28 eV
highest occupied orbital energy = -8.783 eV
total charge = 0
SMILES string = O=CSNC=S

Structure (XYZ):
```
9
Properties=species:S:1:pos:R:3:forces:R:3
C -1.4490 -0.5414 1.1229 -1.125 2.317 -2.220
C 1.4094 0.7496 -1.2163 -2.589 -0.670 -6.718
H -2.6190 -0.0143 0.9123 3.724 -1.729 0.033
H 0.6694 -0.3194 0.5478 -3.185 -0.007 -0.335
H 1.6917 1.0374 -2.2693 0.893 0.669 0.951
N -0.3861 -0.1799 0.1939 0.738 -1.426 2.137
O 2.0399 0.5401 -0.2848 3.275 0.239 4.476
S -1.1906 -1.3214 2.5207 0.057 0.254 -0.512
S -0.1658 0.0493 -1.5272 -1.788 0.352 2.187
```
Positions in Å, forces in eV/Å.

***

This record from the Open Molecules 2025 dataset describes 2 unconnected molecules or ions with the total composition C39H35O4Si. The level of theory is ωB97M-V/def2-TZVPD.

Output
DFT total energy = -2097.38235 a.u.
gap between HOMO and LUMO = 5.06 eV
E_LUMO = -4.79 eV
highest occupied orbital energy = -9.846 eV
total charge = +1

Structure (XYZ):
```
79
Properties=species:S:1:pos:R:3:forces:R:3
C -6.0207 0.2159 1.8094 -0.378 0.471 0.205
C -5.1154 -0.9859 1.5271 -0.172 -0.431 -0.349
C -3.7383 -0.4217 1.6902 0.511 0.673 0.288
C -3.8690 0.9657 1.9557 -0.461 -0.266 0.129
O -5.1545 1.3958 2.0303 1.123 -1.054 -0.358
C -2.7546 1.7868 2.1839 -0.658 0.060 0.037
C -1.5202 1.1932 2.2619 0.311 -0.419 -0.393
C -1.3333 -0.2039 1.9920 -0.301 0.287 0.365
C -0.0626 -0.8401 2.0381 0.154 0.454 -1.108
C 1.1857 -0.2555 1.7146 0.131 0.020 -0.044
C 2.3699 -1.0473 1.8750 0.360 0.174 0.143
C 3.6133 -0.4686 1.7480 -0.528 0.550 -0.039
C 3.7109 0.9164 1.4605 0.598 -0.025 0.512
O 4.9737 1.4087 1.5347 -1.274 -1.207 -0.135
C 5.8602 0.2772 1.8897 0.351 0.456 0.093
C 5.0021 -0.9877 1.9482 0.198 -0.513 -0.129
C 2.5785 1.6925 1.1642 0.511 0.065 -0.055
C 1.3481 1.0907 1.2283 -0.196 -0.182 0.395
C -2.4857 -0.9978 1.7000 -0.286 0.127 0.234
H -6.6848 0.4597 0.9714 0.211 -0.010 0.284
H -6.6183 0.0775 2.7215 0.219 0.196 -0.292
H -5.3119 -1.8099 2.2213 0.088 0.144 -0.092
H -5.2924 -1.3634 0.5137 0.124 0.007 0.153
H -2.9153 2.8497 2.3291 0.161 -0.136 0.188
H -0.6627 1.8015 2.5442 -0.297 -0.209 0.054
H -0.0593 -1.9140 2.2271 -0.033 0.209 -0.051
H 2.2822 -2.1073 2.1286 -0.040 0.348 0.052
H 6.6436 0.2312 1.1258 -0.231 0.095 0.205
H 6.3124 0.5088 2.8623 -0.143 0.101 -0.332
H 5.1243 -1.5099 2.8999 -0.060 0.055 -0.091
H 5.2918 -1.6820 1.1526 -0.112 0.041 0.110
H 2.7221 2.7388 0.9123 -0.196 -0.173 -0.147
H 0.4749 1.6625 0.9223 0.251 -0.194 0.076
H -2.3697 -2.0586 1.4663 0.015 0.260 0.209
C -7.2884 -1.8107 6.1536 0.314 -0.123 -0.049
C -6.8563 -2.1244 7.4437 0.229 -0.122 -0.052
C -5.5982 -2.7110 7.6421 -0.391 0.150 -0.299
C -4.7568 -2.9844 6.5517 -0.163 0.228 -0.129
Si -3.1739 -3.9103 6.8200 0.466 -0.036 -0.511
C -2.4247 -3.4482 8.4528 -0.040 -0.142 0.362
C -2.6225 -2.1822 9.0217 0.321 0.065 0.393
C -1.9973 -1.8325 10.2229 -0.137 -0.059 -0.211
C -1.1780 -2.7513 10.8854 -0.076 -0.116 -0.313
C -1.0208 -4.0328 10.3526 -0.052 -0.036 -0.081
C -1.6588 -4.3892 9.1571 0.177 0.346 0.194
C -3.4791 -5.7449 6.7597 -0.052 -0.211 -0.232
C -4.3168 -6.3368 7.7218 0.134 -0.367 -0.178
C -4.5505 -7.7182 7.7132 0.052 0.286 -0.046
C -3.9632 -8.5251 6.7343 0.109 0.373 -0.053
C -3.1516 -7.9376 5.7595 -0.086 0.059 0.060
C -2.9194 -6.5577 5.7655 -0.051 -0.322 0.111
O -2.0991 -3.6169 5.4555 -1.080 0.103 0.620
C -1.0929 -2.7687 5.4778 2.344 -0.490 -1.180
C 0.0924 -2.7784 4.7679 -2.393 -0.939 -0.064
C 1.0588 -1.9483 5.4940 1.367 0.448 0.272
C 0.1986 -1.2026 6.4991 -0.673 0.159 -0.026
O -1.1274 -1.8221 6.4122 0.040 0.707 1.067
C -5.1932 -2.6601 5.2592 -0.506 0.174 0.122
C -6.4536 -2.0828 5.0628 0.171 -0.074 0.176
H -8.2706 -1.3630 5.9942 0.283 -0.134 0.058
H -7.4975 -1.9240 8.3025 0.150 -0.034 -0.243
H -5.2812 -2.9617 8.6566 -0.086 0.085 -0.272
H -3.2681 -1.4552 8.5278 0.251 -0.126 0.046
H -2.1505 -0.8337 10.6332 0.041 -0.272 -0.053
H -0.6673 -2.4686 11.8081 -0.188 -0.117 -0.269
H -0.3950 -4.7649 10.8634 -0.188 0.182 -0.079
H -1.5573 -5.4042 8.7695 0.065 0.251 0.084
H -4.7911 -5.7169 8.4854 0.127 -0.181 -0.126
H -5.1945 -8.1606 8.4737 0.162 0.107 -0.205
H -4.1417 -9.6013 6.7271 0.054 0.316 0.008
H -2.6966 -8.5552 4.9849 -0.125 0.131 0.191
H -2.2946 -6.1149 4.9870 -0.131 -0.128 0.264
H 0.2842 -3.4200 3.9154 0.083 -0.172 0.430
H 1.7972 -2.5384 6.0638 -0.039 -0.009 -0.436
H 1.6168 -1.2549 4.8556 0.100 0.062 0.097
H 0.5535 -1.3038 7.5300 -0.242 0.069 -0.215
H 0.0968 -0.1475 6.2352 -0.187 -0.072 0.169
H -4.5576 -2.8775 4.3977 -0.127 0.049 0.223
H -6.7919 -1.8604 4.0500 0.023 -0.042 0.254
```
Positions in Å, forces in eV/Å.

***

This record from the Open Molecules 2025 dataset describes C4H6O2 in the gas phase. The level of theory is ωB97M-V/def2-TZVPD.

Output
DFT total energy = -306.47228 a.u.
gap between HOMO and LUMO = 9.39 eV
E_LUMO = -0.47 eV
highest occupied orbital energy = -9.864 eV
total charge = 0
SMILES string = CCC(=O)C=O

Structure (XYZ):
```
12
Properties=species:S:1:pos:R:3:forces:R:3
C -1.6617 -0.2322 0.4953 -0.084 0.003 -0.013
C -0.1493 -0.4108 0.4662 -0.045 0.025 0.026
C 0.4939 0.2783 -0.7077 -0.305 0.034 -0.244
O -0.0897 0.6502 -1.7031 0.297 -0.148 0.476
C 2.0036 0.5307 -0.6321 0.349 -0.074 0.310
O 2.6691 0.2494 0.3331 -0.325 0.130 -0.486
H -1.9255 0.8300 0.4769 0.028 -0.157 0.019
H -2.1318 -0.7013 -0.3728 0.068 0.073 0.109
H -2.0833 -0.6763 1.4016 0.066 0.050 -0.140
H 0.1226 -1.4744 0.4014 0.015 0.135 -0.005
H 0.3323 -0.0516 1.3825 -0.048 -0.017 -0.138
H 2.4199 1.0079 -1.5413 -0.016 -0.053 0.086
```
Positions in Å, forces in eV/Å.